(1)
C12H14Br2Cl36OPS | wB97M-V/def2-TZVPD

ORCA input file:
```
! wB97M-V def2-TZVPD RIJCOSX def2/J DEFGRID3
* xyz 1 1
O -0.61554 -1.53738 0.01892
P 0.72319 -0.96808 0.60174
Br 2.24575 -2.20955 -0.33028
S 0.55850 -1.99098 2.64290
Br 2.12653 -1.02033 3.72791
H -1.39831 -1.27487 0.55762
H 0.95253 -3.26768 2.50067
C -3.83906 -1.95028 2.26596
Cl -4.17123 -3.14466 1.03121
Cl -2.68727 -2.56773 3.44706
Cl -3.19851 -0.45923 1.53368
H -4.75811 -1.71309 2.78231
C -5.39239 -3.42923 6.53205
Cl -6.10586 -3.06352 4.95112
Cl -6.52636 -4.30609 7.53175
Cl -3.88669 -4.33446 6.35362
H -5.16308 -2.49338 7.01928
C -1.82844 0.52620 -2.75025
Cl -2.42396 1.74885 -1.62244
Cl -2.67492 0.63729 -4.28311
Cl -0.07654 0.66274 -2.94002
H -2.03949 -0.44192 -2.32971
C 5.60607 -0.47998 0.98668
Cl 5.19113 1.18590 1.38101
Cl 7.05679 -0.55416 0.00663
Cl 5.80119 -1.43515 2.46424
H 4.79185 -0.90281 0.42016
C -0.91599 -0.03704 -8.19151
Cl -1.98642 0.39333 -9.51861
Cl 0.10899 -1.40583 -8.64902
Cl 0.04354 1.35361 -7.68719
H -1.52063 -0.34649 -7.35812
C 3.68267 0.10863 -5.65500
Cl 4.38884 1.52555 -6.40837
Cl 3.06574 0.48490 -4.03016
Cl 2.42197 -0.58895 -6.66522
H 4.45527 -0.63521 -5.53455
C -5.61733 -4.10065 11.80594
Cl -4.53367 -4.55806 13.11180
Cl -4.71463 -3.75721 10.32722
Cl -6.82264 -5.35031 11.51383
H -6.13338 -3.19885 12.09680
C 4.33439 1.42018 -10.38344
Cl 2.75596 1.11892 -9.66321
Cl 5.60301 0.53979 -9.52401
Cl 4.33722 0.99548 -12.09106
H 4.54505 2.47524 -10.30067
C 8.82589 0.84633 3.71455
Cl 8.41386 2.51546 4.10170
Cl 10.28105 0.77093 2.72886
Cl 9.01538 -0.10671 5.18565
H 8.01202 0.42414 3.14491
C -4.01898 5.27365 0.19594
Cl -5.59862 5.44017 0.94698
Cl -2.93977 6.57183 0.68577
Cl -3.30470 3.70128 0.58393
H -4.14562 5.32543 -0.87479
C -0.37366 -3.95386 -4.32026
Cl 0.29764 -2.59547 -5.20551
Cl -0.91796 -3.38772 -2.72115
Cl -1.67532 -4.74526 -5.18765
H 0.41729 -4.67101 -4.16313
C -1.66348 8.24372 3.79103
Cl -1.67589 9.75215 4.69338
Cl -0.21274 8.11448 2.79527
Cl -1.80452 6.85867 4.87293
H -2.52079 8.23813 3.13540
*
```

Here are the natural (NBO) charges for atoms 1 to 8, given in e: -1.024 1.115 -0.129 0.115 0.134 0.522 0.199 -0.288

---

(2)
C23H39CrF6O2P2SbSi3 | wB97M-V/def2-TZVPD

ORCA input file:
```
! wB97M-V def2-TZVPD RIJCOSX def2/J DEFGRID3
* xyz 1 6
Cr 1.80206 1.22635 -0.78777
O 4.39737 -1.71009 -1.71876
C 3.72759 -0.93115 -1.09248
O 2.76890 -0.18897 -1.61009
C 3.90459 -0.75747 0.42234
P 2.25155 -0.43612 1.12576
C 2.44920 -0.12865 2.89243
C 2.94663 1.12043 3.26775
C 3.14625 1.41446 4.60625
C 2.83323 0.47036 5.57582
C 2.33071 -0.76909 5.20697
C 2.14032 -1.07426 3.86638
C 1.35679 -2.00218 0.93404
C 1.92394 -3.10700 0.30259
C 1.18302 -4.26956 0.12992
C -0.11801 -4.34912 0.60165
C -0.68478 -3.25939 1.25033
C 0.04383 -2.08931 1.40385
H 4.51063 0.13441 0.60586
H 4.42573 -1.61009 0.85387
H 3.18461 1.86475 2.51339
H 3.54049 2.38027 4.89270
H 2.98429 0.70197 6.62182
H 2.09287 -1.50504 5.96349
H 1.76254 -2.04834 3.58240
H 2.94042 -3.08225 -0.06484
H 1.63547 -5.11856 -0.36513
H -0.68424 -5.26350 0.47999
H -1.68823 -3.32897 1.64969
H -0.39171 -1.25150 1.93928
C -4.23572 -1.13692 0.55209
Si -3.47168 -0.90694 -1.13228
C -3.15902 -2.58828 -1.87912
C -4.59923 0.16760 -2.15792
Sb -1.16798 0.33580 -0.89546
Si -1.63965 2.00310 1.17112
C -0.18374 2.87871 1.91491
C -2.88200 3.15504 0.40624
C -2.39256 0.95238 2.51208
Si -0.23028 -0.14211 -3.43523
C 1.04057 0.98595 -4.15043
C 0.31985 -1.89712 -3.23756
C -1.81025 0.10751 -4.38594
H -5.07305 -1.82963 0.42054
H -4.64736 -0.20867 0.94596
H -3.55881 -1.56836 1.28837
H -4.06180 -3.18339 -1.70922
H -2.33353 -3.10928 -1.39390
H -2.97879 -2.56823 -2.95251
H -5.60777 -0.25317 -2.09643
H -4.31738 0.20635 -3.20952
H -4.64851 1.18962 -1.77929
H 0.06896 3.80074 1.40029
H 0.70985 2.25988 2.00974
H -0.50262 3.12834 2.93252
H -2.45535 3.70700 -0.43224
H -3.19847 3.88411 1.15820
H -3.77027 2.62094 0.06487
H -1.75466 0.14000 2.86299
H -3.37685 0.55851 2.27569
H -2.51012 1.63816 3.35870
H 2.04601 0.84521 -3.76638
H 0.75912 2.03779 -4.12395
H 1.04524 0.67953 -5.20535
H 1.18190 -1.94893 -2.57380
H 0.64334 -2.25405 -4.22151
H -0.46670 -2.55563 -2.87871
H -2.21367 1.11035 -4.23823
H -2.58127 -0.62830 -4.17428
H -1.55085 0.01761 -5.44614
F 2.40244 2.64773 -2.28660
P 2.45752 4.01158 -1.28615
F 1.12718 3.18585 -0.50990
F 3.69618 4.57433 -2.04284
F 2.37646 5.13158 -0.19340
F 1.39733 4.70428 -2.22096
F 3.39196 3.08108 -0.30855
*
```

## Properties
⟨S²⟩ ... 8.77

Here are the Löwdin charges for atoms 1 to 8, given in e: 0.556 0.103 -0.677 -0.238 -0.210 1.040 -0.362 -0.107

---

no.,E_tot (Ha)
1,-22995.0613
2,-4485.5218